No. 1
A structure of composition C39H37F3N6O4SeSiTa, computed with the ωB97M-V functional and the def2-TZVPD basis.

Results
F_max in eV/A: 0.38
Molecular weight in g/mol: 998.75
ΔE to the lowest compared entry with this formula, charge and spin in kJ/mol: 3.7
Total charge: +1

CARTESIAN COORDINATES (ANGSTROEM)
Ta (0.252, 0.202, -0.671)
O (-0.830, -5.119, -0.655)
C (0.002, -5.045, 0.413)
C (0.202, -6.134, 1.256)
C (1.021, -6.020, 2.364)
C (1.644, -4.814, 2.661)
C (1.439, -3.731, 1.828)
C (0.640, -3.830, 0.691)
C (0.472, -2.647, -0.167)
O (0.511, -1.458, 0.426)
N (0.316, -2.699, -1.441)
N (0.219, -1.401, -1.901)
C (0.196, -1.264, -3.265)
C (0.496, -0.003, -3.671)
C (0.637, 0.424, -5.035)
C (1.202, 1.612, -5.320)
C (1.667, 2.433, -4.238)
C (1.431, 2.054, -2.967)
N (0.766, 0.887, -2.616)
H (-1.193, -6.010, -0.713)
H (-0.296, -7.072, 1.041)
H (1.168, -6.879, 3.006)
H (2.277, -4.726, 3.532)
H (1.904, -2.777, 2.047)
H (0.038, -2.125, -3.895)
H (0.309, -0.252, -5.813)
H (1.329, 1.937, -6.343)
H (2.195, 3.356, -4.426)
H (1.776, 2.671, -2.149)
O (2.643, 1.568, 5.950)
C (1.254, 1.524, 5.711)
C (1.015, 1.279, 4.249)
C (-0.272, 1.290, 3.730)
C (-0.459, 1.058, 2.383)
N (0.558, 0.823, 1.548)
C (1.809, 0.806, 2.039)
C (2.069, 1.035, 3.379)
C (2.887, 0.555, 1.048)
C (4.219, 0.423, 1.403)
C (5.172, 0.158, 0.429)
C (6.624, -0.046, 0.788)
O (7.503, 0.324, -0.249)
C (4.747, 0.038, -0.888)
C (3.406, 0.181, -1.174)
N (2.490, 0.445, -0.232)
H (2.801, 1.667, 6.894)
H (0.767, 2.464, 5.992)
H (0.772, 0.719, 6.277)
H (-1.132, 1.475, 4.361)
H (-1.445, 1.052, 1.937)
H (3.074, 1.036, 3.768)
H (4.522, 0.514, 2.437)
H (6.785, -1.114, 0.953)
H (6.852, 0.463, 1.729)
H (7.590, 1.282, -0.272)
H (5.454, -0.169, -1.678)
H (3.032, 0.071, -2.183)
F (-1.704, 7.278, -0.747)
C (-0.431, 6.901, -0.911)
F (0.313, 7.554, -0.012)
F (-0.043, 7.297, -2.131)
C (-0.291, 5.404, -0.774)
C (-1.066, 4.571, -1.561)
C (-0.900, 3.205, -1.447)
N (-0.032, 2.650, -0.588)
C (0.709, 3.468, 0.166)
C (0.618, 4.847, 0.106)
H (-1.785, 4.968, -2.264)
H (-1.473, 2.524, -2.061)
H (1.415, 3.007, 0.840)
H (1.246, 5.462, 0.733)
Se (-2.289, 0.416, -0.562)
C (-2.964, -2.562, -2.267)
Si (-3.355, -1.642, -0.700)
C (-2.943, -2.596, 0.852)
C (-5.161, -1.171, -0.667)
C (-6.027, -1.546, -1.696)
C (-7.376, -1.217, -1.652)
C (-7.881, -0.504, -0.576)
C (-7.035, -0.120, 0.457)
C (-5.691, -0.451, 0.407)
H (-3.158, -1.938, -3.140)
H (-1.932, -2.903, -2.284)
H (-3.598, -3.451, -2.328)
H (-3.290, -2.040, 1.725)
H (-1.875, -2.774, 0.966)
H (-3.449, -3.565, 0.842)
H (-5.651, -2.101, -2.547)
H (-8.031, -1.517, -2.460)
H (-8.931, -0.248, -0.540)
H (-7.426, 0.438, 1.298)
H (-5.040, -0.136, 1.217)

No. 2
A structure of composition C39H37N10O2PbSe in a non-equilibrium geometry, computed with the ωB97M-V functional and the def2-TZVPD basis.

Results
F_max in eV/A: 1.68
Molecular weight in g/mol: 963.95
ΔE to the lowest compared entry with this formula, charge and spin in kJ/mol: 95.5
Total charge: +1

CARTESIAN COORDINATES (ANGSTROEM)
Pb (1.853, 1.134, 0.519)
C (3.687, 3.332, -0.839)
C (4.703, 2.527, -0.334)
C (5.050, 2.607, 1.007)
C (4.400, 3.507, 1.836)
C (3.399, 4.321, 1.331)
C (3.034, 4.230, -0.002)
H (3.440, 3.293, -1.891)
H (5.249, 1.871, -0.998)
H (5.833, 1.980, 1.402)
H (4.666, 3.568, 2.877)
H (2.899, 5.021, 1.980)
H (2.261, 4.870, -0.401)
O (4.024, -0.517, 0.651)
C (3.832, -1.928, 0.655)
C (3.530, -2.430, 2.067)
C (2.362, -1.694, 2.732)
C (1.057, -1.859, 2.021)
C (0.305, -3.012, 2.250)
C (-0.957, -3.138, 1.706)
C (-1.436, -2.112, 0.904)
C (-0.615, -1.028, 0.675)
N (0.595, -0.896, 1.219)
H (4.559, -0.272, -0.110)
H (4.742, -2.421, 0.296)
H (3.005, -2.185, -0.022)
H (4.411, -2.289, 2.693)
H (3.319, -3.500, 2.008)
H (2.615, -0.638, 2.801)
H (2.241, -2.088, 3.742)
H (0.709, -3.781, 2.888)
H (-1.571, -3.998, 1.919)
H (-2.423, -2.143, 0.476)
H (-0.935, -0.221, 0.034)
C (-3.326, 3.729, -0.989)
N (-1.938, 3.315, -0.989)
C (-1.281, 2.693, -0.011)
N (-0.081, 2.332, -0.446)
C (-0.068, 2.765, -1.732)
N (-1.176, 3.355, -2.079)
C (-4.155, 2.485, -0.777)
C (-4.986, 2.314, 0.323)
C (-5.566, 1.078, 0.567)
C (-5.286, -0.007, -0.245)
C (-4.481, 0.175, -1.364)
C (-3.942, 1.426, -1.644)
C (-3.989, -0.908, -2.189)
N (-3.596, -0.802, -3.420)
N (-2.897, -1.901, -3.711)
C (-2.879, -2.647, -2.647)
O (-3.584, -2.080, -1.636)
C (-1.926, -3.710, -2.398)
C (-2.036, -4.655, -1.383)
C (-0.948, -5.458, -1.087)
C (0.270, -5.250, -1.716)
C (0.388, -4.288, -2.711)
C (1.725, -3.834, -3.226)
N (1.919, -2.463, -2.800)
C (1.303, -1.780, -1.826)
N (1.768, -0.545, -1.778)
C (2.688, -0.522, -2.770)
N (2.800, -1.664, -3.396)
C (-0.731, -3.573, -3.100)
H (-3.515, 4.189, -1.962)
H (-3.502, 4.455, -0.193)
H (-1.686, 2.510, 0.963)
H (0.753, 2.618, -2.400)
H (-5.165, 3.135, 1.000)
H (-6.205, 0.953, 1.425)
H (-5.685, -0.984, -0.018)
H (-3.317, 1.542, -2.517)
H (-2.955, -4.747, -0.825)
H (-1.029, -6.218, -0.325)
H (1.138, -5.819, -1.418)
H (1.789, -3.836, -4.317)
H (2.530, -4.458, -2.827)
H (0.537, -2.172, -1.190)
H (3.273, 0.336, -3.035)
H (-0.680, -2.834, -3.886)
Se (1.590, 1.897, 3.126)
C (-0.229, 2.523, 3.174)
C (-0.520, 3.872, 3.036)
C (-1.850, 4.254, 2.984)
N (-2.861, 3.402, 3.062)
C (-2.575, 2.124, 3.259)
C (-1.282, 1.632, 3.329)
H (0.269, 4.603, 2.961)
H (-2.125, 5.293, 2.852)
H (-3.426, 1.460, 3.345)
H (-1.098, 0.581, 3.488)